Arrangement one

Density functional theory data (wB97M-V/def2-TZVPD) for C37H56As3F5O4ReSi as an isolated structure.

Structure (XYZ):
```
107
Properties=species:S:1:pos:R:3:lowdin_spin:R:1
Re 0.101 -0.042 0.613 2.462
C -2.715 -2.556 1.339 0.001
As -1.839 -0.999 2.062 0.003
C -1.144 -1.791 3.682 0.000
C -3.218 0.153 2.793 0.000
C -4.169 0.940 1.882 0.001
C -5.099 1.720 2.834 0.001
C -3.406 2.008 1.087 0.006
As -1.772 1.758 0.011 0.003
C -2.219 1.883 -1.868 -0.002
C -1.181 3.589 0.251 -0.004
C -5.065 0.021 1.028 0.000
As -4.455 -0.482 -0.785 0.004
C -5.634 -2.021 -1.009 0.001
C -5.511 0.808 -1.807 0.001
H -3.114 -2.380 0.348 0.000
H -3.507 -2.811 2.043 -0.001
H -1.985 -3.363 1.311 0.000
H -1.970 -2.331 4.143 -0.001
H -0.775 -1.037 4.373 0.000
H -0.346 -2.484 3.429 0.000
H -2.701 0.843 3.467 0.000
H -3.802 -0.514 3.433 -0.001
H -4.533 2.328 3.543 0.000
H -5.727 1.030 3.400 0.000
H -5.757 2.380 2.267 0.000
H -3.068 2.767 1.798 0.000
H -4.084 2.524 0.401 0.000
H -2.967 2.668 -1.968 -0.001
H -2.587 0.946 -2.264 0.000
H -1.314 2.187 -2.391 0.000
H -2.065 4.210 0.110 -0.001
H -0.440 3.842 -0.497 0.000
H -0.791 3.745 1.253 0.000
H -6.040 0.493 0.894 0.000
H -5.256 -0.908 1.571 0.000
H -5.225 -2.892 -0.499 0.000
H -5.716 -2.248 -2.071 0.000
H -6.625 -1.801 -0.614 0.000
H -5.172 1.827 -1.625 0.000
H -6.563 0.732 -1.534 0.000
H -5.402 0.596 -2.870 0.000
C 0.537 1.500 3.398 0.006
O 0.708 1.659 1.970 0.047
C 2.031 2.198 1.680 0.006
C 1.991 2.811 0.300 0.004
O 1.208 1.976 -0.546 0.049
C 1.645 1.947 -1.909 0.005
H 0.574 2.485 3.862 0.000
H 1.323 0.864 3.806 0.000
H -0.439 1.059 3.568 0.002
H 2.741 1.377 1.759 0.001
H 2.259 2.961 2.424 0.000
H 3.008 2.910 -0.084 0.001
H 1.542 3.805 0.334 0.000
H 1.589 2.946 -2.346 0.001
H 0.981 1.274 -2.447 0.001
H 2.668 1.575 -1.969 0.000
F -1.973 -4.238 -4.534 0.003
C -1.533 -3.660 -3.428 0.009
C -1.248 -4.427 -2.307 -0.002
F -1.425 -5.739 -2.346 -0.001
C -0.783 -3.828 -1.151 0.007
F -0.540 -4.567 -0.067 0.003
C -0.586 -2.454 -1.092 0.016
O -0.119 -1.893 0.041 0.153
C -0.852 -1.717 -2.229 0.013
F -0.535 -0.398 -2.216 0.036
C -1.328 -2.293 -3.389 -0.001
F -1.543 -1.540 -4.464 -0.001
C 5.084 0.319 1.017 0.000
C 4.831 -0.908 0.132 0.000
C 5.013 -0.494 -1.337 0.000
C 5.889 -1.973 0.459 0.000
Si 3.106 -1.643 0.408 0.018
O 1.953 -0.357 0.444 0.122
C 2.659 -2.730 -1.033 0.006
C 2.311 -2.155 -2.260 0.002
C 2.097 -2.932 -3.388 0.000
C 2.221 -4.314 -3.309 0.002
C 2.561 -4.908 -2.102 0.000
C 2.781 -4.121 -0.977 0.002
C 2.983 -2.467 2.080 0.002
C 2.265 -1.885 3.124 0.006
C 2.250 -2.428 4.402 0.001
C 2.942 -3.602 4.659 0.000
C 3.652 -4.214 3.635 0.001
C 3.682 -3.647 2.370 0.000
H 6.087 0.712 0.837 0.000
H 5.012 0.081 2.083 0.000
H 4.379 1.124 0.783 0.000
H 5.938 0.077 -1.450 0.000
H 4.193 0.132 -1.701 0.000
H 5.074 -1.361 -1.996 0.000
H 6.879 -1.594 0.193 0.000
H 5.737 -2.893 -0.114 0.000
H 5.911 -2.219 1.522 0.000
H 2.220 -1.075 -2.344 0.000
H 1.842 -2.464 -4.331 0.000
H 2.060 -4.924 -4.188 0.000
H 2.658 -5.984 -2.034 0.000
H 3.029 -4.613 -0.046 0.000
H 1.723 -0.958 2.945 0.005
H 1.708 -1.939 5.203 0.000
H 2.936 -4.033 5.651 0.000
H 4.200 -5.127 3.826 0.000
H 4.279 -4.133 1.609 0.000
```

Results
total charge = +2
expectation value of S² = 3.7813
LUMO level (spin up / spin down) = -6.400 / -7.082 eV
multiplicity = 4



Arrangement two

Density functional theory data (wB97M-V/def2-TZVPD) for C37H56As3F5O4ReSi as an isolated structure.

Structure (XYZ):
```
107
Properties=species:S:1:pos:R:3:lowdin_spin:R:1
Re -0.473 0.369 -0.630 2.555
C 1.634 0.489 2.541 0.011
As 0.057 -0.344 1.805 0.003
C 0.406 -2.198 2.184 -0.002
C -1.317 -0.097 3.164 -0.004
C -1.875 1.277 3.534 0.000
C -2.866 1.051 4.686 0.000
C -2.664 1.873 2.373 -0.004
As -1.783 2.219 0.683 0.001
C -0.750 3.829 0.956 0.003
C -3.314 2.844 -0.307 0.002
C -0.749 2.220 4.001 0.000
As -1.339 3.997 4.650 0.000
C 0.438 4.800 4.616 0.000
C -1.385 3.625 6.562 0.000
H 1.551 0.395 3.622 0.000
H 1.730 1.535 2.263 0.000
H 2.493 -0.065 2.181 0.000
H 0.715 -2.208 3.227 -0.001
H 1.206 -2.581 1.558 0.000
H -0.488 -2.795 2.049 0.000
H -0.847 -0.538 4.045 -0.001
H -2.126 -0.774 2.874 0.000
H -3.644 0.336 4.407 0.000
H -3.358 1.986 4.960 0.000
H -2.350 0.667 5.570 0.000
H -3.054 2.850 2.657 -0.001
H -3.520 1.242 2.125 0.000
H -1.146 4.324 1.839 0.000
H -0.884 4.467 0.084 0.000
H 0.309 3.615 1.086 0.000
H -4.010 3.273 0.409 0.000
H -3.783 2.024 -0.844 0.000
H -3.008 3.599 -1.025 0.000
H -0.045 2.414 3.190 0.000
H -0.187 1.741 4.808 0.000
H 0.752 5.007 3.593 0.000
H 1.174 4.160 5.103 0.000
H 0.386 5.746 5.152 0.000
H -2.338 3.187 6.850 0.000
H -1.274 4.574 7.085 0.000
H -0.571 2.963 6.856 0.000
C -3.786 -0.859 -0.029 0.008
O -2.690 -0.866 -0.948 0.099
C -3.101 -1.016 -2.320 0.005
C -1.937 -1.580 -3.074 0.001
O -0.860 -0.644 -3.104 0.018
C -0.899 0.199 -4.258 0.001
H -4.339 -1.796 -0.103 0.001
H -4.465 -0.028 -0.228 0.000
H -3.377 -0.769 0.975 0.002
H -3.420 -0.046 -2.709 0.000
H -3.940 -1.712 -2.380 0.001
H -2.237 -1.864 -4.085 0.000
H -1.568 -2.466 -2.564 0.000
H -0.858 -0.421 -5.154 0.001
H -0.020 0.837 -4.232 0.000
H -1.804 0.812 -4.282 0.000
F 1.242 6.215 -3.711 -0.001
C 0.660 5.117 -3.272 -0.002
C 1.342 4.264 -2.421 0.001
F 2.576 4.537 -2.030 0.001
C 0.710 3.120 -1.980 0.005
F 1.370 2.274 -1.148 0.059
C -0.586 2.803 -2.332 0.014
O -1.211 1.661 -1.884 0.053
C -1.255 3.670 -3.178 -0.002
F -2.505 3.391 -3.548 0.000
C -0.639 4.815 -3.652 0.000
F -1.294 5.625 -4.463 0.000
C 2.659 -0.762 -3.484 0.000
C 2.260 -2.221 -3.200 -0.003
C 3.485 -3.133 -3.382 -0.001
C 1.147 -2.672 -4.159 0.000
Si 1.702 -2.330 -1.413 0.016
O 0.782 -0.948 -0.986 0.145
C 0.612 -3.815 -1.123 0.006
C 1.065 -5.120 -1.352 0.001
C 0.257 -6.223 -1.101 0.000
C -1.038 -6.048 -0.632 0.000
C -1.523 -4.765 -0.419 0.000
C -0.700 -3.669 -0.657 0.001
C 3.218 -2.281 -0.338 0.001
C 3.800 -1.055 0.001 0.000
C 4.972 -0.988 0.747 0.000
C 5.594 -2.156 1.160 0.000
C 5.049 -3.387 0.818 0.000
C 3.873 -3.449 0.079 0.000
H 3.005 -0.653 -4.518 0.000
H 3.476 -0.434 -2.833 0.000
H 1.814 -0.079 -3.347 0.000
H 3.824 -3.069 -4.422 0.000
H 3.249 -4.184 -3.194 0.000
H 4.321 -2.846 -2.744 0.000
H 1.499 -2.602 -5.196 0.000
H 0.253 -2.052 -4.070 0.000
H 0.865 -3.713 -3.984 0.000
H 2.060 -5.294 -1.745 0.000
H 0.640 -7.222 -1.272 0.000
H -1.670 -6.909 -0.441 0.000
H -2.539 -4.624 -0.066 0.000
H -1.098 -2.678 -0.476 0.002
H 3.353 -0.131 -0.363 0.000
H 5.408 -0.027 0.997 0.000
H 6.507 -2.108 1.742 0.000
H 5.548 -4.301 1.115 0.000
H 3.463 -4.423 -0.169 0.000
```

Results
total charge = +2
expectation value of S² = 3.7788
LUMO level (spin up / spin down) = -7.014 / -7.338 eV
multiplicity = 4



Of all the structures shown, which is most stable? arrangement one, and arrangement two is the least stable.